Entry 1:
Here is the ion C6H8N with charge +1 in a non-equilibrium geometry from the Open Molecules 2025 dataset. Energies are from wB97M-V/def2-TZVPD.

CARTESIAN COORDINATES (ANGSTROEM)
C: 2.275 -0.040 0.533
C: -1.143 0.597 0.304
C: -1.099 -0.900 0.202
C: 0.123 1.216 -0.352
C: -0.023 -1.679 -0.035
C: 1.323 -1.006 -0.343
N: 1.241 0.370 -0.082
H: -2.144 1.023 -0.190
H: -1.213 0.785 1.372
H: 2.948 0.501 1.239
H: -2.008 -1.257 -0.064
H: 0.029 1.089 -1.461
H: 0.129 2.273 -0.041
H: -0.014 -2.781 -0.181
H: 1.735 -1.118 -1.383

Summary:
* calculated total energy: -7830.460 eV
* charge: +1
* LUMO: -4.98 eV
* 2S+1: 1
* HOMO level: -14.3 eV
* energy relative to the best compared isomer or geometry (same formula, charge and spin): 120.6 kcal/mol
* max |F|: 3.43 eV/A

These are the Löwdin partial charges, in e, on atoms 1 to 5: C 0.2696; C -0.1320; C -0.0626; C -0.0825; C -0.0033

Entry 2:
Here is the ion C7H13NP with charge +1 in a non-equilibrium geometry from the Open Molecules 2025 dataset. Energies are from wB97M-V/def2-TZVPD.

CARTESIAN COORDINATES (ANGSTROEM)
C: 0.912 2.792 0.675
C: -0.063 1.987 0.162
C: 2.240 2.526 0.062
C: 0.451 0.948 -0.795
C: -0.312 -2.515 0.971
C: 0.643 -0.451 -0.258
C: -0.448 -1.011 0.750
N: -0.448 0.702 -2.057
P: 2.191 1.498 -1.185
H: 0.655 3.509 1.437
H: -1.037 2.199 0.498
H: 3.090 3.215 0.217
H: -0.882 -2.989 0.131
H: -0.705 -2.811 1.888
H: 0.637 -2.912 0.848
H: 0.742 -1.107 -1.129
H: 1.578 -0.320 0.163
H: -0.249 -0.431 1.639
H: -1.421 -0.714 0.532
H: 0.218 0.306 -2.791
H: -1.039 1.499 -2.384
H: -0.980 -0.034 -1.770

Summary:
* calculated total energy: -18239.624 eV
* charge: +1
* LUMO: -4.33 eV
* 2S+1: 1
* HOMO level: -12.7 eV
* energy relative to the best compared isomer or geometry (same formula, charge and spin): 5.2 kcal/mol
* max |F|: 4.27 eV/A

These are the Löwdin partial charges, in e, on atoms 1 to 5: C -0.1014; C -0.0901; C -0.3622; C -0.6069; C -0.0711

Entry 3:
Here is an isolated molecule of C15H12N2O2S2 in a non-equilibrium geometry from the Open Molecules 2025 dataset. Energies are from wB97M-V/def2-TZVPD.

CARTESIAN COORDINATES (ANGSTROEM)
O: 2.677 1.305 1.824
C: 2.005 0.440 2.331
C: 2.388 -0.989 2.292
C: 1.842 -1.955 3.137
C: 2.259 -3.270 3.044
C: 3.215 -3.638 2.111
C: 3.765 -2.684 1.269
C: 3.358 -1.369 1.363
H: 3.775 -0.609 0.718
H: 4.512 -2.969 0.543
H: 3.532 -4.668 2.042
H: 1.835 -4.012 3.704
H: 1.101 -1.690 3.875
C: 0.704 0.798 3.036
H: 0.760 0.567 4.099
H: 0.484 1.855 2.884
S: -0.703 -0.158 2.371
C: -1.160 0.907 1.096
N: -0.773 2.127 0.895
N: -1.427 2.555 -0.204
C: -2.177 1.590 -0.615
O: -2.056 0.490 0.176
C: -3.034 1.560 -1.823
C: -2.238 0.967 -2.953
C: -2.511 -0.216 -3.563
S: -1.370 -0.591 -4.793
C: -0.504 0.861 -4.472
C: -1.072 1.585 -3.479
H: -0.690 2.520 -3.112
H: 0.375 1.085 -5.043
H: -3.320 -0.893 -3.369
H: -3.922 0.958 -1.628
H: -3.319 2.586 -2.063

Summary:
* calculated total energy: -44494.434 eV
* LUMO: 0.09 eV
* 2S+1: 1
* HOMO level: -8.7 eV
* energy relative to the best compared isomer or geometry (same formula, charge and spin): 30.3 kcal/mol
* max |F|: 1.66 eV/A

These are the Löwdin partial charges, in e, on atoms 1 to 5: O 0.1102; C -0.4171; C -0.1789; C -0.0602; C -0.0730

Entry 4:
Here is an isolated molecule of C3H7N3O2 from the Open Molecules 2025 dataset. Energies are from wB97M-V/def2-TZVPD.

CARTESIAN COORDINATES (ANGSTROEM)
N: -1.328 0.648 -0.326
N: 0.474 -0.471 -0.666
C: -0.922 -0.244 -1.207
C: 0.150 0.617 0.738
N: 0.879 -1.815 -0.425
C: 0.978 1.656 0.881
O: -0.203 -0.194 1.763
O: -1.365 -0.841 -2.161
H: -1.166 -0.279 1.756
H: -2.179 1.186 -0.449
H: 1.181 -0.013 -1.238
H: 0.552 -2.040 0.513
H: 0.380 -2.403 -1.093
H: 1.341 2.218 0.034
H: 1.228 1.975 1.881

Summary:
* calculated total energy: -11786.192 eV
* LUMO: 0.63 eV
* 2S+1: 1
* HOMO level: -7.9 eV
* energy relative to the best compared isomer or geometry (same formula, charge and spin): 118.1 kcal/mol
* max |F|: 0.46 eV/A

These are the Löwdin partial charges, in e, on atoms 1 to 5: N 0.1526; N -0.0274; C -0.5587; C -0.4191; N 0.0848

Copy entry 1 word for word.
Here is the ion C6H8N with charge +1 in a non-equilibrium geometry from the Open Molecules 2025 dataset. Energies are from wB97M-V/def2-TZVPD.

CARTESIAN COORDINATES (ANGSTROEM)
C: 2.275 -0.040 0.533
C: -1.143 0.597 0.304
C: -1.099 -0.900 0.202
C: 0.123 1.216 -0.352
C: -0.023 -1.679 -0.035
C: 1.323 -1.006 -0.343
N: 1.241 0.370 -0.082
H: -2.144 1.023 -0.190
H: -1.213 0.785 1.372
H: 2.948 0.501 1.239
H: -2.008 -1.257 -0.064
H: 0.029 1.089 -1.461
H: 0.129 2.273 -0.041
H: -0.014 -2.781 -0.181
H: 1.735 -1.118 -1.383

Summary:
* calculated total energy: -7830.460 eV
* charge: +1
* LUMO: -4.98 eV
* 2S+1: 1
* HOMO level: -14.3 eV
* energy relative to the best compared isomer or geometry (same formula, charge and spin): 120.6 kcal/mol
* max |F|: 3.43 eV/A

These are the Löwdin partial charges, in e, on atoms 1 to 5: C 0.2696; C -0.1320; C -0.0626; C -0.0825; C -0.0033

Which formula does entry 4 have? C3H7N3O2

What is the 2S+1 in the third record? 1

Please write out number 1 again, unchanged.
Here is the ion C6H8N with charge +1 in a non-equilibrium geometry from the Open Molecules 2025 dataset. Energies are from wB97M-V/def2-TZVPD.

CARTESIAN COORDINATES (ANGSTROEM)
C: 2.275 -0.040 0.533
C: -1.143 0.597 0.304
C: -1.099 -0.900 0.202
C: 0.123 1.216 -0.352
C: -0.023 -1.679 -0.035
C: 1.323 -1.006 -0.343
N: 1.241 0.370 -0.082
H: -2.144 1.023 -0.190
H: -1.213 0.785 1.372
H: 2.948 0.501 1.239
H: -2.008 -1.257 -0.064
H: 0.029 1.089 -1.461
H: 0.129 2.273 -0.041
H: -0.014 -2.781 -0.181
H: 1.735 -1.118 -1.383

Summary:
* calculated total energy: -7830.460 eV
* charge: +1
* LUMO: -4.98 eV
* 2S+1: 1
* HOMO level: -14.3 eV
* energy relative to the best compared isomer or geometry (same formula, charge and spin): 120.6 kcal/mol
* max |F|: 3.43 eV/A

These are the Löwdin partial charges, in e, on atoms 1 to 5: C 0.2696; C -0.1320; C -0.0626; C -0.0825; C -0.0033